The following is a DFT calculation (ωB97M-V with the def2-TZVPD basis set) of a structure of composition C23H45As3IN2W.

Last column: Mulliken charge in e.
Atoms and positions in Å:
C -3.72 0.92 3.46  -0.908
N -1.34 -0.32 1.35  0.143
H 2.27 -0.75 3.69  0.087
C -0.77 -0.29 -2.64  1.105
H 3.58 -1.04 -1.60  0.474
C 0.35 -1.14 -2.55  -1.503
H 4.34 0.65 4.46  0.369
H -3.80 -2.82 -1.04  0.414
H 3.32 2.30 -2.45  0.575
H 5.86 -2.56 0.76  0.562
H 4.01 -1.08 4.79  0.297
C 1.49 -3.26 -1.75  -1.563
H 2.34 2.15 1.44  0.216
C 0.69 -3.16 2.15  -1.285
H 1.27 -3.93 -2.59  0.467
H 4.59 0.31 -1.16  0.745
H 7.76 0.45 4.00  0.427
C 4.78 -0.34 4.57  -1.186
C -0.85 0.82 -3.64  -1.569
H -1.37 1.68 -3.24  0.374
H -2.16 -2.09 4.08  0.249
H 3.13 -2.91 0.34  0.704
H 6.63 1.56 3.20  0.374
W -0.11 -0.33 -0.31  0.124
C 3.78 -0.33 -0.80  -1.773
H 7.77 0.58 2.24  0.357
C 4.75 -0.08 1.54  -1.366
H -0.78 -3.39 -0.26  0.709
H 2.13 3.20 0.03  0.573
H 1.54 -3.87 -0.86  0.400
H 5.40 0.66 1.08  0.717
H -2.77 0.04 -1.88  0.566
H -3.85 -1.32 -0.13  0.451
H -3.03 -2.76 0.53  0.397
H 2.46 0.99 -3.28  0.424
H -3.58 1.62 2.64  0.316
H -3.49 1.41 4.40  0.352
C 2.65 2.33 0.42  -1.171
H 3.73 2.48 0.38  0.479
H 1.55 2.39 -2.63  0.400
C -3.23 -2.18 -0.37  -1.769
C 4.29 -1.07 0.46  1.905
H 5.45 -0.32 5.44  0.472
C -1.90 -0.61 -1.83  -0.690
C 5.48 -1.92 -0.03  -2.329
As 1.44 -1.51 1.45  0.566
H 6.29 -1.27 -0.35  0.466
H 1.21 -0.94 -3.17  0.809
H 0.13 1.11 -4.00  0.335
I -0.82 2.25 -0.24  -0.095
C -1.97 -1.79 -1.07  0.471
C 3.26 -2.07 1.02  -1.813
H 0.52 -0.49 3.54  0.468
H 1.66 0.65 2.79  0.104
H -0.37 -3.03 2.33  0.342
H 0.85 -3.97 1.44  0.423
N -2.82 -0.24 3.29  0.018
C -2.04 -0.31 2.28  0.316
C 7.14 0.60 3.12  -1.194
H -2.61 -0.86 5.29  0.373
H 3.91 0.46 1.98  -0.010
As 2.23 0.85 -0.76  0.974
H 1.20 -3.40 3.08  0.559
H 5.19 -2.54 -0.88  0.521
C 0.38 -2.26 -1.69  1.322
H -4.75 0.56 3.47  0.344
C -0.78 -2.52 -0.90  -0.436
C -2.87 -1.30 4.32  -0.871
H -1.43 0.45 -4.49  0.366
C 1.48 -0.40 3.03  -0.763
C 2.39 1.72 -2.48  -1.398
H -3.87 -1.70 4.36  0.378
H 3.64 -2.48 1.96  0.712
As 5.86 -0.88 3.03  0.320
H 2.45 -2.81 -1.95  0.284

Results
total charge: +3
E_LUMO (alpha / beta): -10.994 / -11.084 eV
HOMO level (alpha / beta): -15.30 / -15.30 eV

The following is a DFT calculation (ωB97M-V with the def2-TZVPD basis set) of a cluster of 2 separate species, C4H12N2O2Si in total.

Last column: natural (NBO) charge in e.
Atoms and positions in Å:
H 0.80 2.20 1.45  0.246
C 1.31 -2.08 -0.12  -0.484
N 2.98 0.18 0.20  0.618
C -1.25 -0.13 1.18  -1.088
H -1.28 -1.11 1.55  0.238
H 1.59 2.25 -0.27  0.227
N 1.25 -0.82 0.59  -0.729
H -2.10 0.06 0.70  0.223
H -1.34 0.59 1.93  0.241
H 0.37 -2.63 -0.05  0.229
C -0.31 0.19 -1.89  -1.108
Si 0.11 0.32 -0.01  1.718
O 3.25 0.16 -0.95  -0.334
H 1.85 -2.91 0.43  0.208
C 0.77 2.15 0.38  -1.053
H 1.60 -1.93 -1.14  0.205
H -1.29 0.63 -2.23  0.249
H 0.01 2.72 -0.09  0.225
O 3.42 0.74 1.16  -0.298
H -0.25 -0.86 -2.04  0.228
H 0.47 0.65 -2.42  0.238

Results
E_LUMO (alpha / beta): -0.577 / -0.580 eV
HOMO level (alpha / beta): -9.37 / -9.37 eV

The following is a DFT calculation (ωB97M-V with the def2-TZVPD basis set) of a cluster of 2 separate species, C4H13NOS2 in total.

Last column: natural (NBO) charge in e.
Atoms and positions in Å:
N -0.54 -0.58 -1.19  -0.644
S 0.99 0.92 1.49  0.077
C -2.45 -2.25 -1.29  -0.641
H 0.47 -2.27 -0.50  0.184
H 0.69 -1.39 1.87  0.236
H -3.51 -2.35 -1.02  0.216
H 1.37 -0.63 -0.66  0.260
H -2.47 -0.11 -1.49  0.191
H -0.62 1.49 -0.42  0.176
H -2.45 -2.56 -2.33  0.213
H -0.41 -0.84 -2.15  0.362
H -1.91 -2.99 -0.69  0.202
C 0.49 -1.20 -0.30  -0.297
H -0.75 -0.58 1.38  0.226
C 0.30 -0.70 1.12  -0.566
H -2.21 -0.53 0.11  0.200
H 3.39 -0.56 -0.53  0.469
S -0.52 2.20 0.73  -0.184
H 2.92 0.52 -1.39  0.474
O 3.03 -0.44 -1.42  -0.916
C -1.96 -0.87 -0.89  -0.239

Results
SMILES string: CCNCCSS.O
E_LUMO: 0.450 eV
HOMO level: -8.39 eV

The following is a DFT calculation (ωB97M-V with the def2-TZVPD basis set) of a structure of composition C34H35I3N5O3S3SeY.

Last column: natural (NBO) charge in e.
Atoms and positions in Å:
H 4.43 -0.58 4.69  0.209
C -3.69 -2.43 -1.49  -0.231
H 3.70 -0.36 0.34  0.251
H -0.48 -4.36 1.04  0.190
H 3.93 2.47 -0.82  0.226
C 2.19 5.06 0.51  -0.207
O -0.25 -0.34 -2.59  -0.843
C 2.20 1.14 -2.54  0.200
C 0.42 -1.56 -4.48  0.195
H 4.34 -2.08 5.56  0.228
O -2.04 -1.11 -0.44  -0.914
C -0.89 -2.22 2.48  -0.265
H 4.16 -3.41 3.63  0.234
H 5.10 -0.39 1.40  0.223
H -3.10 0.51 5.48  0.225
H 4.88 -0.31 -5.16  0.180
H 3.82 0.80 3.16  0.213
C -2.06 -0.78 4.12  -0.252
C 0.90 4.64 0.21  -0.233
C 2.89 -0.34 -4.41  -0.049
N 1.32 -1.87 -5.38  -0.392
C -2.54 -2.28 -0.72  0.378
C 1.24 1.17 3.89  -0.529
H 3.24 -1.60 -6.09  0.187
C -0.91 -2.24 -4.50  -0.645
I -4.45 -6.68 -1.66  0.135
H -1.71 2.18 1.80  0.207
C 0.71 3.44 -0.46  -0.193
C -0.53 -3.46 0.42  -0.229
C -2.59 0.42 4.53  -0.149
Y -0.16 -0.25 -0.43  1.866
H 2.99 1.82 -2.86  0.203
N 1.52 1.42 -1.47  -0.590
C -1.82 1.35 2.48  0.047
H -0.26 -2.58 3.30  0.223
C 4.32 -2.35 3.44  -0.564
H -2.88 2.49 3.95  0.229
N 1.72 -1.49 -0.64  -0.850
N -1.30 0.19 2.07  -0.494
S 2.17 -1.29 4.97  0.190
H -0.94 -2.95 -5.32  0.230
N -0.17 -2.27 1.22  -0.683
C -2.46 -4.70 -0.52  -0.211
I -1.20 2.77 -0.94  0.330
C -4.24 -3.67 -1.76  -0.254
C 3.08 3.08 -0.54  -0.257
C 3.95 -1.55 4.69  -0.533
H 1.26 2.25 4.07  0.220
H 1.58 0.80 5.94  0.234
H 3.82 1.74 -5.62  0.471
H -5.14 -3.74 -2.35  0.234
H 4.76 0.18 -3.48  0.184
C 0.68 -0.60 -3.44  0.395
C -1.42 -0.87 2.88  0.256
H -1.71 -1.50 -4.61  0.228
H 0.05 5.25 0.49  0.228
C 2.25 -2.37 -1.21  0.170
I -4.60 -0.72 -2.23  0.159
C 4.00 -0.42 1.38  -0.558
H 4.28 4.61 0.36  0.221
H 3.06 0.93 5.05  0.215
C 1.80 2.65 -0.84  0.196
C 1.94 0.03 -3.43  -0.213
H 5.40 -2.23 3.29  0.222
C 3.28 4.28 0.13  -0.197
H -1.97 -5.59 -0.15  0.219
H -1.09 -2.75 -3.55  0.229
C -1.90 -3.46 -0.25  -0.123
H -2.12 -1.66 4.74  0.227
C 3.46 0.80 2.14  -0.538
C -3.63 -4.81 -1.27  -0.192
C -2.47 1.52 3.69  -0.268
C 4.27 0.25 -4.45  -0.089
C 2.05 0.52 5.00  -0.540
Se 3.01 -3.73 -2.07  -0.162
H 0.83 -2.31 1.39  0.424
S 1.65 0.83 2.16  0.240
H 0.19 0.87 3.99  0.240
H 3.85 1.70 1.66  0.228
O 4.28 1.64 -4.78  -0.727
S 3.44 -2.05 1.91  0.254
H 2.34 5.99 1.03  0.221
C 2.53 -1.28 -5.34  -0.009
H 0.24 -3.58 -0.35  0.243
H -1.75 -2.89 2.43  0.227

Results
E_LUMO: -0.229 eV
HOMO level: -7.56 eV